# 1
{"formula": "C23H39AsN6O2ReS2Si", "method": "the ωB97M-V functional and the def2-TZVPD basis", "relative_energy_kcal_mol": 0.0, "multiplicity": 4, "homo_energy_ev": [-13.48, -13.94], "total_charge": 2, "orbital_gap_ha": [0.320, 0.275], "max_force_ev_per_a": 0.1, "lumo_ev": [-4.780, -6.447], "s_squared": 3.771, "species": ["Re", "C", "Si", "C", "C", "C", "C", "C", "C", "N", "C", "S", "H", "H", "H", "H", "H", "H", "H", "H", "H", "H", "H", "H", "C", "C", "N", "C", "N", "C", "C", "C", "N", "C", "H", "H", "H", "H", "H", "H", "H", "H", "H", "H", "H", "H", "H", "C", "As", "C", "C", "S", "H", "H", "H", "H", "H", "H", "H", "H", "H", "C", "N", "C", "C", "C", "O", "N", "C", "O", "H", "H", "H", "H", "H"], "xyz": [[-0.23, -0.72, 0.11], [5.13, 1.15, 3.70], [3.96, 2.08, 2.58], [2.51, 2.75, 3.53], [4.83, 3.44, 1.65], [3.43, 0.81, 1.24], [4.44, 0.29, 0.42], [4.18, -0.62, -0.61], [2.88, -1.03, -0.80], [1.90, -0.57, -0.01], [2.16, 0.33, 0.96], [0.62, 0.75, 1.73], [5.52, 1.82, 4.46], [5.98, 0.74, 3.16], [4.62, 0.33, 4.21], [2.89, 3.48, 4.25], [1.98, 1.99, 4.09], [1.80, 3.28, 2.88], [5.20, 4.19, 2.35], [4.15, 3.94, 0.95], [5.69, 3.08, 1.08], [5.46, 0.61, 0.57], [4.97, -0.99, -1.24], [2.60, -1.72, -1.58], [-4.03, 3.28, -0.45], [-2.63, 3.32, 0.10], [-2.13, 1.95, 0.26], [-2.86, 0.84, 0.29], [-2.24, -0.36, 0.37], [-3.13, -1.50, 0.67], [-4.36, -1.45, -0.21], [-5.11, -0.19, 0.13], [-4.20, 0.95, 0.26], [-4.83, 2.27, 0.35], [-4.03, 3.00, -1.50], [-4.49, 4.27, -0.37], [-2.61, 3.82, 1.07], [-1.94, 3.84, -0.56], [-1.13, 1.86, 0.36], [-3.40, -1.49, 1.73], [-2.57, -2.42, 0.50], [-5.00, -2.32, -0.03], [-4.06, -1.46, -1.26], [-5.66, -0.30, 1.07], [-5.84, 0.06, -0.65], [-4.91, 2.57, 1.40], [-5.84, 2.17, -0.04], [-1.49, -4.70, -0.44], [0.07, -4.35, 0.63], [0.22, -5.73, 1.95], [1.58, -4.45, -0.53], [-0.02, -2.50, 1.74], [-1.37, -5.67, -0.91], [-1.58, -3.93, -1.20], [-2.37, -4.71, 0.20], [0.26, -6.70, 1.46], [-0.65, -5.68, 2.61], [1.13, -5.56, 2.53], [1.67, -5.47, -0.91], [2.48, -4.18, 0.02], [1.42, -3.77, -1.37], [0.23, 2.96, -4.24], [-0.01, 1.64, -3.64], [-0.18, 0.53, -4.39], [-0.37, -0.71, -3.87], [-0.37, -0.77, -2.46], [-0.47, -1.83, -1.72], [-0.23, 0.34, -1.72], [-0.01, 1.59, -2.24], [0.17, 2.58, -1.57], [0.21, 2.85, -5.32], [1.19, 3.34, -3.92], [-0.55, 3.65, -3.93], [-0.16, 0.69, -5.46], [-0.50, -1.58, -4.48]]}

---

# 2
{"formula": "C23H39AuN4SSi2", "method": "the ωB97M-V functional and the def2-TZVPD basis", "relative_energy_kcal_mol": 15.0, "homo_energy_ev": -6.69, "orbital_gap_ha": 0.238, "max_force_ev_per_a": 1.0, "lumo_ev": -0.212, "species": ["Au", "C", "Si", "C", "C", "C", "C", "C", "C", "C", "Si", "C", "C", "H", "H", "H", "H", "H", "H", "H", "H", "H", "H", "H", "H", "H", "H", "H", "H", "C", "N", "C", "C", "N", "H", "H", "H", "H", "H", "H", "C", "C", "C", "C", "H", "H", "H", "H", "H", "H", "H", "H", "H", "C", "C", "C", "C", "N", "C", "S", "N", "C", "H", "H", "H", "H", "H", "H", "H", "H"], "xyz": [[-0.31, -0.26, -0.24], [-1.06, 1.58, 2.48], [-0.43, -0.13, 2.05], [1.29, -0.35, 2.78], [-1.55, -1.42, 2.82], [-2.05, -1.38, 4.13], [-2.85, -2.39, 4.61], [-3.17, -3.47, 3.79], [-2.68, -3.53, 2.50], [-1.86, -2.51, 2.00], [-1.08, -2.46, 0.28], [0.07, -3.95, 0.19], [-2.49, -2.69, -0.96], [-0.92, 1.77, 3.55], [-2.12, 1.68, 2.25], [-0.52, 2.35, 1.93], [1.22, -0.27, 3.87], [1.97, 0.42, 2.42], [1.70, -1.32, 2.53], [-1.81, -0.54, 4.78], [-3.24, -2.35, 5.62], [-3.80, -4.27, 4.17], [-2.93, -4.39, 1.88], [-0.49, -4.88, 0.32], [0.82, -3.89, 0.98], [0.59, -4.01, -0.77], [-2.93, -3.69, -0.84], [-2.12, -2.60, -1.98], [-3.27, -1.95, -0.80], [5.06, -0.99, -1.27], [4.65, -0.06, -0.22], [5.45, 0.01, 0.99], [3.40, 0.35, -0.21], [2.29, 0.67, -0.23], [6.06, -0.73, -1.63], [4.35, -0.92, -2.09], [5.07, -2.02, -0.90], [6.48, 0.27, 0.73], [5.45, -0.94, 1.53], [5.05, 0.79, 1.64], [0.67, 2.32, -2.75], [-0.06, 2.76, -1.50], [-0.80, 4.07, -1.74], [-1.00, 1.67, -0.98], [1.30, 3.11, -3.16], [-0.05, 2.04, -3.53], [1.30, 1.45, -2.54], [0.71, 2.94, -0.73], [-1.59, 3.93, -2.49], [-0.14, 4.86, -2.11], [-1.28, 4.43, -0.83], [-1.74, 1.44, -1.76], [-1.57, 2.11, -0.16], [-2.44, 0.31, -5.79], [-1.00, 0.16, -5.43], [0.05, 0.68, -6.12], [1.35, 0.46, -5.60], [1.58, -0.23, -4.50], [0.55, -0.75, -3.81], [0.71, -1.62, -2.39], [-0.72, -0.54, -4.31], [2.54, 1.06, -6.27], [-2.54, 0.73, -6.79], [-2.93, 0.98, -5.08], [-2.96, -0.65, -5.76], [-0.11, 1.25, -7.02], [-1.46, -0.95, -3.75], [2.34, 1.34, -7.30], [3.38, 0.37, -6.23], [2.83, 1.96, -5.72]]}